Record 1
Density functional theory data (wB97M-V/def2-TZVPD) for 3 unconnected molecules or ions with the total composition C12H22ClN2O5.

```
42
Properties=species:S:1:pos:R:3:forces:R:3:mulliken_charge:R:1
H 2.096040 -0.883465 -4.885531 0.3 -0.9 0.9 0.421
O -2.358977 1.313822 5.535465 0.6 -0.8 -0.5 -0.353
C 4.548271 0.246385 -4.283465 0.9 -0.1 -0.1 -0.676
H -2.382906 -1.468289 -0.807790 0.0 0.0 0.0 0.235
H -2.687141 3.690422 3.298390 0.0 -0.1 0.2 0.333
C -1.880127 1.656862 3.260089 0.2 0.4 -0.2 -0.095
H -4.001383 -2.643327 1.322142 -0.1 0.1 0.1 0.316
H -2.713110 1.357494 2.617958 0.1 0.0 0.0 -0.002
O 4.810195 -2.231816 -3.470923 -1.5 2.3 -0.4 -0.480
C -1.807098 0.726907 4.433127 0.3 -1.7 0.2 0.527
C -3.438370 -1.837299 1.800837 0.4 -0.2 0.3 -0.410
C -2.877886 2.593003 5.174622 -0.5 0.6 0.3 -0.437
O -1.356775 -0.406610 4.410177 -0.7 1.5 0.4 -0.609
H 2.827295 -1.473907 -1.912859 -1.3 0.8 -2.3 0.318
H 5.729976 0.221020 -4.125189 -2.6 -0.1 -0.5 0.360
C -2.133943 2.985996 3.925212 0.1 0.8 -0.4 -0.626
H 4.372272 0.745099 -5.347093 0.0 -0.9 2.4 0.301
H 2.331246 1.044019 -1.702711 0.3 -1.0 -2.5 0.392
C 4.062057 -1.317263 -4.372250 3.4 -0.9 -1.1 -0.056
H 2.226284 -2.479377 -4.286231 0.5 0.6 0.1 0.372
H 1.734385 1.230231 -3.480476 1.9 -1.4 1.1 0.299
H 5.057562 -1.773027 -2.614204 -0.4 -0.5 -1.5 0.370
C 2.539916 0.656252 -2.812400 -0.7 0.8 1.5 -0.712
H -1.177451 3.450825 4.193673 -0.2 0.0 0.0 0.283
N 3.970060 1.034399 -3.128934 -0.6 -1.9 -0.2 -0.253
H 4.293398 -1.701270 -5.478397 -0.5 0.7 2.5 0.352
H -2.709526 3.302588 5.989953 -0.1 -0.3 0.0 0.341
H -1.384851 -1.292640 2.065485 -0.1 -0.1 -0.1 0.139
C -2.013711 -1.779968 1.310463 0.8 -0.5 0.3 -0.350
N 2.569160 -1.501395 -4.164939 -0.2 1.0 0.3 -0.114
O -3.175214 0.014575 0.377592 -0.4 0.2 0.3 -0.405
C -3.982824 -0.519026 1.340518 -2.2 0.5 0.7 0.539
Cl 0.385153 -1.232588 -2.533111 2.3 0.3 -0.3 -0.136
C -2.119461 -0.901538 0.091407 0.4 -0.1 -0.4 -0.132
H -1.193408 -0.350158 -0.095748 -0.3 0.1 0.0 0.115
H 4.590348 1.011463 -2.275037 -1.1 -0.1 -1.4 0.355
H -0.941614 1.660774 2.700991 -0.2 -0.3 0.0 0.298
H -3.955376 2.497464 5.004175 0.1 0.0 0.0 0.265
H -1.584488 -2.762522 1.097141 0.0 0.1 0.0 0.361
H -3.484956 -1.924927 2.888754 -0.3 0.0 -0.2 0.266
O -5.016585 -0.004467 1.733896 2.0 -0.3 -0.9 -0.599
C 2.233564 -0.954720 -2.794779 -0.8 1.4 1.5 -0.114
```
Positions in Å, forces in eV/Å.

charge: +1
spin multiplicity: 1
highest occupied orbital energy: -11.905 eV

Record 2
Density functional theory data (wB97M-V/def2-TZVPD) for a molecular structure, C12H22F6N2O3S2SbTi.

```
49
Properties=species:S:1:pos:R:3:forces:R:3:mulliken_charge:R:1
H 3.058200 2.670855 -1.857455 0.0 0.0 0.0 0.337
H 1.073684 -2.385432 4.598907 0.0 0.0 0.0 0.375
H -2.465084 1.268831 -2.949067 0.0 0.0 0.0 0.327
N -2.500707 2.484711 -1.251898 -0.2 -0.1 0.0 0.168
C -1.576048 1.736559 -0.645276 0.3 0.0 0.1 1.044
O -1.174108 0.670813 -1.135759 -0.2 0.1 0.0 -0.614
C 1.784442 -3.342932 1.878067 0.1 0.1 -0.2 0.578
C 1.333595 1.877550 -0.038050 0.0 0.0 0.0 -1.095
C 0.864027 -1.804206 3.696294 0.0 -0.1 0.0 -1.360
H 2.176459 2.342542 0.483652 0.0 0.0 0.0 0.465
Ti -0.651859 -1.276158 -0.261575 1.3 0.1 0.0 1.194
H -4.062338 3.062118 0.033820 0.0 0.0 0.0 0.283
F -4.635359 0.056508 -0.499433 -0.3 -0.2 -0.3 -0.593
H 4.250375 2.072533 -0.680309 0.0 0.0 0.0 0.329
H -3.683935 4.190695 -1.278576 0.0 0.0 0.0 0.324
O 1.275329 -0.513173 -0.378270 -0.2 0.1 0.0 0.045
H 3.766930 -0.447924 -2.988008 0.0 0.0 0.0 0.394
H -0.155267 -2.025112 3.374886 0.0 0.0 0.0 0.230
H -0.176910 -4.164731 1.825881 0.0 0.0 0.0 0.157
H -0.822221 3.340795 0.592861 0.0 0.0 0.0 0.525
C 1.831074 -2.154240 2.613525 0.1 0.1 0.0 0.496
C 0.827179 -4.455610 2.142243 -0.1 0.0 0.1 -1.143
H -2.616331 4.093620 0.116799 0.0 0.0 0.0 0.341
F -1.022171 -3.014222 0.165592 -0.3 -0.2 0.1 -0.669
H 4.395036 1.663373 -2.391719 0.0 0.0 0.0 0.305
F -3.930841 -1.943565 1.047581 0.1 0.0 0.1 -0.524
H -3.261752 2.845946 -3.152090 0.0 0.0 0.0 0.353
C 1.824698 0.563914 -0.633975 0.1 0.0 0.0 0.522
H -4.082807 1.537913 -2.262047 0.0 0.0 0.0 0.317
S 2.931136 -3.398711 0.639653 0.0 0.0 0.2 -0.218
N 2.904633 0.611008 -1.411580 0.0 -0.1 0.0 0.316
H 2.671817 -1.391721 -1.955164 0.0 0.0 0.0 0.249
C 3.687671 1.824978 -1.583251 0.0 0.0 0.0 -0.959
Sb -3.655415 -1.595456 -0.779472 0.3 -0.2 0.4 1.606
H 1.112619 -5.350383 1.593919 0.0 0.0 0.0 0.394
C -3.253166 3.512788 -0.544765 0.0 0.0 0.0 -0.917
H 4.291888 -0.975217 -1.369941 0.0 0.0 0.0 0.326
C -0.925618 2.251547 0.635584 0.0 0.1 0.0 -1.105
H 1.034911 2.556302 -0.845147 0.0 0.0 0.0 0.414
O 0.313287 1.650190 0.887610 -0.1 -0.1 0.0 -0.200
H 0.798380 -4.685819 3.209901 0.0 0.0 0.0 0.324
S 3.106934 -1.136246 2.171075 -0.1 -0.1 0.0 -0.246
F -1.092304 -0.620289 1.415633 -0.3 0.0 -0.3 -0.694
H -1.563791 1.995741 1.482414 0.0 0.0 0.0 0.365
F -4.736948 -3.121035 -1.151388 -0.5 0.3 -0.2 -0.555
C 3.443971 -0.630146 -1.964249 0.0 0.0 0.0 -1.005
H 0.928386 -0.746455 3.940214 0.0 0.0 0.0 0.395
C -3.118785 1.998754 -2.482386 0.0 0.0 0.0 -1.042
F -0.522893 -1.701816 -2.055277 -0.2 0.1 0.0 -0.559
```
Positions in Å, forces in eV/Å.

spin multiplicity: 4
highest occupied orbital energy (alpha / beta): -7.337 / -8.610 eV
⟨S²⟩: 3.770

Record 3
Density functional theory data (wB97M-V/def2-TZVPD) for a molecular structure, C12H22F6N5O5S2Sn.

```
53
Properties=species:S:1:pos:R:3:forces:R:3:mulliken_charge:R:1
N 0.261409 2.732433 2.796086 -0.2 0.2 0.4 -0.528
N -4.934522 -0.713922 1.128251 0.4 0.5 -1.4 0.475
H -3.048660 -0.202486 1.929107 -0.1 0.1 0.0 0.374
C -3.528272 1.257335 -0.241280 0.5 0.5 0.1 -0.896
C -5.620168 0.525737 -1.301384 -0.6 0.4 -0.6 -0.484
H -5.222023 -2.543762 0.087765 0.1 0.0 0.0 0.327
H -6.706268 0.555519 -1.238160 0.0 0.0 0.1 0.334
O 0.210422 2.393043 0.317113 -0.1 -0.2 -0.3 -0.481
H -3.310600 -1.920544 -1.271129 -0.1 0.0 0.0 0.394
H 3.524136 2.243200 -0.011542 0.0 0.1 0.0 0.269
C 3.213754 2.065971 -1.042632 0.1 -0.4 0.3 -0.732
H 3.330093 0.504131 -2.502588 0.0 -0.2 0.0 0.260
N -3.004989 -0.132541 -0.180671 -1.2 0.0 0.1 0.212
O -1.772101 3.307765 1.362982 0.1 0.6 0.1 -0.717
H -5.303476 0.966254 -2.245101 0.1 0.0 0.0 0.325
H -3.225994 1.727125 -1.176877 -0.1 -0.1 -0.1 0.419
F -0.521674 -0.460352 4.755880 0.1 0.0 0.0 -0.169
C -3.647461 -0.883696 -1.292189 0.2 0.0 -0.1 -0.722
C 2.761739 -2.039250 0.975080 -0.1 0.4 -0.1 -1.130
N -4.990292 1.224296 -0.160471 0.4 -1.4 -0.1 0.458
H 3.596070 -2.173290 -1.003620 -0.1 0.1 -0.1 0.322
H 3.273701 -2.925894 1.343011 -0.1 0.0 0.0 0.463
H -6.545273 0.669019 1.171255 0.0 -0.1 -0.1 0.352
H -6.651389 -1.494635 0.129131 0.0 0.1 0.0 0.333
F 0.178346 5.434250 0.101343 -0.3 -0.1 0.0 -0.148
H 2.131659 2.213370 -1.098352 0.0 0.1 -0.2 -0.084
C 0.564339 4.878271 1.221316 0.4 0.0 0.0 0.539
H -3.126209 -1.786322 1.143098 -0.1 0.0 -0.1 0.331
F -0.887002 1.615786 5.245195 0.0 0.0 0.0 -0.155
H 4.530516 -1.178578 0.091954 -0.1 0.2 0.1 0.434
H 1.744920 -2.336193 0.678124 0.0 -0.1 0.0 0.133
C -0.018499 0.760040 4.758568 -0.1 0.1 0.3 0.558
O -1.036780 0.657076 2.271376 -0.3 -0.4 -0.1 -0.712
C 3.510914 -1.444115 -0.193382 0.2 -0.6 -0.2 -0.230
C 3.573429 0.654383 -1.447975 -0.1 0.3 -0.6 -0.410
F 0.321493 5.625580 2.261651 -0.1 0.0 0.0 -0.139
C -5.565369 -1.510841 0.053871 -0.6 -0.7 0.1 -0.487
H -5.061206 1.236055 1.957691 0.1 0.0 -0.1 0.301
F 1.835276 4.539382 1.155447 0.0 0.1 0.0 -0.170
F 1.120177 0.804111 5.381289 0.1 0.1 -0.1 -0.120
H -3.111794 1.848022 0.582124 -0.1 0.0 0.0 0.551
C -3.470118 -0.754396 1.086745 0.7 -0.2 0.7 -0.747
O 1.320506 0.495863 2.335905 -0.1 -0.1 -0.1 -0.633
S -0.341838 3.245355 1.427517 -0.1 -0.7 -0.2 1.301
Sn 0.192640 0.167271 0.169862 1.8 0.3 0.4 1.137
H 2.695044 -1.304752 1.776066 0.1 -0.1 0.1 0.248
S 0.181366 1.193133 2.941249 0.0 -0.1 -0.7 1.216
O 2.813177 -0.283459 -0.665543 -0.9 0.3 0.6 -0.185
N -5.102333 -0.836255 -1.160338 0.4 0.5 0.6 0.261
C -5.457285 0.663565 1.116983 -0.5 0.5 0.8 -0.499
H -3.358650 -0.443090 -2.246606 0.0 0.0 0.0 0.392
H 4.641164 0.468430 -1.333341 0.0 -0.1 0.2 0.389
H 3.703957 2.783404 -1.697654 0.0 0.0 0.0 0.467
```
Positions in Å, forces in eV/Å.

charge: +3
spin multiplicity: 1
highest occupied orbital energy (alpha / beta): -17.548 / -17.548 eV

Number 1: largest force on an atom 3.67 eV Å⁻¹. Number 2: largest force on an atom 1.30 eV Å⁻¹. Number 3: largest force on an atom 1.90 eV Å⁻¹.